C10H10FNO | ωB97M-V/def2-TZVPD

The SMILES is N=C=C1C=CC=CC1=O.C=C(C)F. Its HOMO energy (spin up / spin down) is -8.07 / -8.07 eV. The net charge is 0. Its relative energy (zero: lowest compared OMol25 entry of this formula, charge and spin) is 86.52 kcal per mole. As for the total energy: -16782.81665 eV.

The geometry in XYZ format:
```
23
C10H10FNO ωB97M-V/def2-TZVPD
C -2.21 -0.36 -1.07
C -3.05 0.37 -0.17
C -0.99 -0.63 -0.66
C -2.77 0.44 1.14
C -0.57 -0.45 0.70
C -1.52 0.02 1.68
C 0.56 -1.01 1.21
C 2.41 0.51 0.48
C 2.29 0.16 -0.76
C 1.86 0.89 -1.92
N 1.00 -1.81 2.07
O -1.37 0.03 2.86
F 2.72 -1.15 -1.04
H -2.55 -0.44 -2.16
H -4.12 0.48 -0.48
H -0.19 -0.94 -1.42
H -3.56 0.96 1.73
H 2.85 -0.09 1.21
H 2.03 1.42 0.77
H 0.77 1.16 -2.08
H 2.29 0.23 -2.76
H 2.26 1.90 -2.03
H 1.85 -1.69 2.71
```

Results of the Löwdin charge analysis, in e, for atoms 1 through 5:
1. C -0.118
2. C -0.087
3. C -0.079
4. C -0.021
5. C -0.156


C10H10N2 | ωB97M-V/def2-TZVPD

The SMILES is c1ccncc1.c1ccncc1. Its HOMO energy is -9.32 eV. The net charge is 0. Its relative energy (zero: lowest compared OMol25 entry of this formula, charge and spin) is 108.81 kcal per mole. As for the total energy: -13508.37700 eV.

The geometry in XYZ format:
```
22
C10H10N2 ωB97M-V/def2-TZVPD
C -2.35 -0.44 1.21
C -2.95 0.77 1.01
C -3.41 1.17 -0.19
C -3.24 0.24 -1.14
C -2.39 -1.04 -0.95
C 3.13 -1.33 0.04
C 1.77 -0.84 0.09
C 1.45 0.53 -0.08
C 2.50 1.54 -0.06
C 3.79 0.96 0.01
H -2.40 -0.86 2.31
H -3.24 1.47 1.78
H -3.77 2.22 -0.64
H -3.24 0.75 -2.17
H -2.29 -1.75 -1.76
H 3.39 -2.40 0.20
H 1.15 -1.70 0.27
H 0.45 0.93 0.02
H 2.42 2.58 -0.33
H 4.57 1.79 0.00
N -2.26 -1.37 0.23
N 4.14 -0.40 -0.13
```

Results of the Löwdin charge analysis, in e, for atoms 1 through 5:
1. C -0.147
2. C -0.134
3. C -0.153
4. C -0.058
5. C -0.134


C10H10N2O | ωB97M-V/def2-TZVPD

The SMILES is COc1cccc2ccc(N)nc12. Its HOMO energy is -7.85 eV. The net charge is 0. Its relative energy (zero: lowest compared OMol25 entry of this formula, charge and spin) is 53.92 kcal per mole. As for the total energy: -15557.82892 eV.

The geometry in XYZ format:
```
23
C10H10N2O ωB97M-V/def2-TZVPD
C -3.23 -1.79 -0.03
C -1.38 -0.24 -0.05
C -2.26 0.88 0.23
C -1.63 2.16 0.38
C -0.25 2.38 0.11
C 0.61 1.26 -0.06
C 1.93 1.46 -0.33
C 2.76 0.38 -0.24
C 2.11 -0.84 0.07
C 0.03 -0.12 -0.07
H -3.63 -1.08 0.85
H -3.72 -1.72 -0.99
H -3.26 -2.84 0.18
H -3.28 0.90 0.10
H -2.32 2.95 0.41
H 0.11 3.36 -0.18
H 2.19 2.51 -0.70
H 3.84 0.42 -0.54
H 3.51 -1.57 1.24
H 2.64 -2.72 0.32
N 3.03 -1.81 0.38
N 0.88 -1.20 -0.09
O -1.94 -1.53 -0.33
```

Results of the Löwdin charge analysis, in e, for atoms 1 through 5:
1. C -0.150
2. C -0.127
3. C 0.000
4. C -0.068
5. C -0.031


C10H10N2O | ωB97M-V/def2-TZVPD

The SMILES is C=C1C=CC=C[C@@]12[C@@H](N)[C@]2(O)C#N. Its HOMO energy is -8.33 eV. The net charge is 0. Its relative energy (zero: lowest compared OMol25 entry of this formula, charge and spin) is 106.74 kcal per mole. As for the total energy: -15555.53861 eV.

The geometry in XYZ format:
```
23
C10H10N2O ωB97M-V/def2-TZVPD
C 2.47 0.57 -0.72
C -1.33 2.28 0.13
C -0.12 2.31 0.91
C -1.82 1.16 -0.35
C 0.61 1.17 0.93
C -1.16 -0.20 -0.05
C 0.32 -0.09 0.30
C -2.02 -1.21 0.13
C 1.28 -1.28 0.46
C 1.42 -0.41 -0.71
N 3.43 1.22 -0.75
N 0.88 -2.57 0.12
O 1.01 -0.83 -1.97
H -1.96 3.23 0.14
H 0.23 3.30 1.18
H -2.72 1.12 -0.89
H 1.58 1.28 1.42
H -1.63 -2.26 0.45
H -3.00 -1.03 -0.12
H 1.79 -1.42 1.32
H 0.45 -2.73 -0.78
H 0.22 -2.85 0.80
H 0.06 -0.77 -1.95
```

Results of the Löwdin charge analysis, in e, for atoms 1 through 5:
1. C -0.125
2. C -0.108
3. C -0.061
4. C -0.054
5. C -0.056


C10H10N2O2 | ωB97M-V/def2-TZVPD

The SMILES is O=c1cc[nH]c(=O)[nH]1.c1ccccc1. Its HOMO energy is -8.15 eV. The net charge is 0. Its relative energy (zero: lowest compared OMol25 entry of this formula, charge and spin) is 121.59 kcal per mole. As for the total energy: -17603.26907 eV.

The geometry in XYZ format:
```
24
C10H10N2O2 ωB97M-V/def2-TZVPD
C -0.99 0.10 -1.40
C 0.01 0.76 -0.45
C 1.15 1.39 -0.91
C 0.25 1.44 -3.08
C 1.14 -0.45 1.37
C 0.73 -0.37 2.71
C -0.50 -0.91 3.12
C -1.29 -1.60 2.25
C -0.96 -1.68 0.87
C 0.23 -1.07 0.47
H -1.61 0.50 -3.28
H -0.29 0.67 0.66
H 2.10 1.63 -0.29
H 2.02 2.03 -2.56
H 2.03 0.11 0.94
H 1.27 0.26 3.46
H -0.62 -0.85 4.22
H -2.28 -2.00 2.40
H -1.53 -2.41 0.22
H 0.38 -1.08 -0.59
N -0.76 0.45 -2.82
N 1.42 1.32 -2.27
O -2.01 -0.40 -0.90
O 0.11 2.15 -4.15
```

Results of the Löwdin charge analysis, in e, for atoms 1 through 5:
1. C -0.346
2. C -0.091
3. C -0.100
4. C -0.393
5. C -0.105


C10H10N2O2 | ωB97M-V/def2-TZVPD

The SMILES is O=c1cc[nH]c(=O)[nH]1.c1ccccc1. Its HOMO energy is -8.53 eV. The net charge is 0. Its relative energy (zero: lowest compared OMol25 entry of this formula, charge and spin) is 57.66 kcal per mole. As for the total energy: -17606.04140 eV.

The geometry in XYZ format:
```
24
C10H10N2O2 ωB97M-V/def2-TZVPD
C 0.50 -1.54 -0.62
C 0.81 -1.46 0.81
C 1.73 -0.62 1.22
C 1.95 0.47 -0.82
C -1.56 0.98 -1.26
C -1.24 1.89 -0.22
C -0.97 1.44 1.06
C -1.26 0.07 1.33
C -1.79 -0.75 0.28
C -1.93 -0.30 -1.05
H 0.96 -0.68 -2.30
H 0.36 -2.04 1.58
H 1.80 -0.57 2.36
H 3.22 0.92 0.96
H -1.47 1.32 -2.35
H -0.91 2.93 -0.47
H -0.56 2.17 1.74
H -1.09 -0.36 2.35
H -2.18 -1.75 0.57
H -2.11 -1.08 -1.82
N 1.25 -0.57 -1.32
N 2.53 0.21 0.50
O -0.19 -2.32 -1.23
O 2.18 1.65 -1.29
```

Results of the Löwdin charge analysis, in e, for atoms 1 through 5:
1. C -0.476
2. C -0.065
3. C -0.159
4. C -0.409
5. C -0.126


C10H10N2O3 | ωB97M-V/def2-TZVPD

The SMILES is CO[C@@H]1[C@H]2C=c3c(nc[nH]c3=O)=C[C@]21O. Its HOMO energy (spin up / spin down) is -8.14 / -8.14 eV. The net charge is 0. Its relative energy (zero: lowest compared OMol25 entry of this formula, charge and spin) is 80.01 kcal per mole. As for the total energy: -19651.32336 eV.

The geometry in XYZ format:
```
25
C10H10N2O3 ωB97M-V/def2-TZVPD
C -0.54 0.54 1.08
C -0.24 0.48 -1.81
C 1.70 3.17 -0.95
C 0.24 1.44 0.38
C 0.41 1.36 -1.04
C 0.94 2.40 1.24
C -1.22 -0.67 0.51
C -0.26 -1.71 -0.15
C -1.08 -0.77 -1.06
C -0.25 -3.70 1.08
N 1.12 2.34 -1.70
N 1.70 3.21 0.42
O 0.86 2.51 2.40
O -2.29 -1.27 -1.60
O -0.57 -3.04 -0.17
H -0.75 0.76 2.12
H -0.05 0.37 -2.90
H 2.41 3.88 -1.19
H -2.12 -0.99 0.99
H 0.80 -1.44 -0.11
H -1.21 -3.64 1.81
H 0.71 -3.14 1.53
H -0.23 -4.75 0.89
H 2.15 4.10 0.79
H -2.20 -1.45 -2.57
```

Results of the Löwdin charge analysis, in e, for atoms 1 through 5:
1. C 0.074
2. C 0.118
3. C -0.180
4. C -0.077
5. C -0.292


C10H10N2O4Sn | ωB97M-V/def2-TZVPD

Its HOMO energy (spin up / spin down) is -13.46 / -13.42 eV. The net charge is +2. Its relative energy (zero: lowest compared OMol25 entry of this formula, charge and spin) is 128.02 kcal per mole. As for the total energy: -27508.95688 eV.

The geometry in XYZ format:
```
27
C10H10N2O4Sn ωB97M-V/def2-TZVPD
Sn 0.13 0.21 -0.10
C -1.93 -0.70 0.58
O -2.96 -1.02 0.92
C 0.74 -1.98 0.57
O 1.07 -3.02 0.88
C 0.46 0.68 2.01
O 0.56 1.11 3.08
C -0.36 -0.64 -2.02
O -0.57 -1.11 -3.07
C 1.83 1.38 -0.83
H 1.52 1.59 -1.88
H 1.85 2.22 -0.11
C 2.38 0.10 -0.47
H 2.83 -0.07 0.52
H 2.50 -0.70 -1.24
C -3.35 4.20 1.73
N -2.44 3.48 0.91
C -1.96 3.88 -0.31
C -1.13 2.88 -0.77
N -1.12 1.90 0.19
C -1.92 2.28 1.22
H -2.92 4.44 2.71
H -3.61 5.13 1.23
H -4.28 3.63 1.90
H -2.19 4.79 -0.83
H -0.52 2.74 -1.69
H -2.14 1.68 2.16
```

Results of the Löwdin charge analysis, in e, for atoms 1 through 5:
1. Sn 0.840
2. C 0.017
3. O 0.259
4. C -0.066
5. O 0.219


C10H10N2O4Sr | ωB97M-V/def2-TZVPD

Its HOMO energy is -15.90 eV. The net charge is +2. Its relative energy (zero: lowest compared OMol25 entry of this formula, charge and spin) is 12.24 kcal per mole. As for the total energy: -22521.67125 eV.

The geometry in XYZ format:
```
27
C10H10N2O4Sr ωB97M-V/def2-TZVPD
Sr 0.10 0.59 -1.30
C 0.13 1.87 1.06
O 0.17 2.41 2.10
C 0.17 3.39 -0.93
O 0.19 4.44 -0.41
C -2.28 1.59 -0.19
O -3.22 2.09 0.27
C 2.57 1.58 -0.30
O 3.51 2.08 0.16
C 0.17 0.03 -4.66
H 1.11 -0.53 -4.54
H -0.76 -0.53 -4.51
C 0.17 1.34 -4.99
H -0.77 1.89 -5.15
H 1.10 1.89 -5.17
C -1.06 -2.43 3.74
N -0.36 -2.03 2.54
C 0.73 -2.69 1.95
C 1.03 -1.89 0.87
N 0.21 -0.80 0.81
C -0.62 -0.87 1.87
H -2.15 -2.52 3.60
H -0.64 -3.40 4.02
H -0.95 -1.71 4.58
H 1.16 -3.61 2.35
H 1.73 -2.01 0.07
H -1.44 -0.19 2.16
```

Results of the Löwdin charge analysis, in e, for atoms 1 through 5:
1. Sr 1.324
2. C -0.195
3. O 0.171
4. C -0.032
5. O 0.136


C10H10N2S | ωB97M-V/def2-TZVPD

The SMILES is Cc1nsc2ccccc12.CC#N. Its HOMO energy is -8.38 eV. The net charge is 0. Its relative energy (zero: lowest compared OMol25 entry of this formula, charge and spin) is 39.85 kcal per mole. As for the total energy: -24346.44057 eV.

The geometry in XYZ format:
```
23
C10H10N2S ωB97M-V/def2-TZVPD
C 1.28 -1.34 2.03
C 0.74 -0.47 2.97
C 1.43 -1.03 0.70
C 0.15 0.73 2.48
C 0.89 0.16 0.23
C 0.19 0.96 1.12
C -2.63 -0.58 0.86
C 1.00 0.88 -1.05
C -3.54 0.40 0.27
C 1.70 0.32 -2.24
N -1.81 -1.29 1.24
N 0.31 1.96 -1.12
S -0.41 2.40 0.40
H 1.40 -2.38 2.32
H 0.83 -0.61 4.09
H 2.09 -1.59 0.04
H -0.22 1.43 3.25
H -4.28 0.75 1.02
H -4.23 0.02 -0.51
H -2.81 1.27 0.00
H 1.37 -0.73 -2.71
H 2.71 0.16 -1.83
H 1.64 1.02 -3.08
```

Results of the Löwdin charge analysis, in e, for atoms 1 through 5:
1. C -0.114
2. C -0.080
3. C -0.033
4. C -0.114
5. C -0.219